{
  "formula": "C33H46Br48NSi",
  "method": "ωB97M-V with the def2-TZVPD basis set",
  "species": ["C", "N", "C", "C", "C", "C", "C", "C", "C", "C", "Si", "C", "C", "C", "C", "C", "C", "C", "C", "H", "H", "H", "H", "H", "H", "H", "H", "H", "H", "H", "H", "H", "H", "H", "H", "H", "H", "H", "H", "H", "H", "H", "H", "H", "H", "H", "H", "H", "H", "C", "Br", "Br", "Br", "H", "C", "Br", "Br", "Br", "H", "C", "Br", "Br", "Br", "H", "C", "Br", "Br", "Br", "H", "C", "Br", "Br", "Br", "H", "C", "Br", "Br", "Br", "H", "C", "Br", "Br", "Br", "H", "C", "Br", "Br", "Br", "H", "C", "Br", "Br", "Br", "H", "C", "Br", "Br", "Br", "H", "C", "Br", "Br", "Br", "H", "C", "Br", "Br", "Br", "H", "C", "Br", "Br", "Br", "H", "C", "Br", "Br", "Br", "H", "C", "Br", "Br", "Br", "H", "C", "Br", "Br", "Br", "H"],
  "positions_angstrom": [[-0.888, 0.561, 7.809], [-1.667, -0.656, 7.740], [-2.104, -0.983, 6.400], [-1.081, -0.655, 5.283], [-1.302, -1.475, 3.977], [-0.013, -2.156, 3.459], [-0.117, -2.411, 1.927], [1.063, -1.899, 1.069], [1.630, -0.541, 1.469], [0.615, 0.613, 1.373], [1.109, 2.140, 2.377], [2.791, 2.838, 1.891], [1.200, 1.684, 4.219], [-0.310, 3.398, 2.210], [-1.168, 3.270, 1.154], [-2.232, 4.133, 1.018], [-2.414, 5.120, 1.971], [-1.534, 5.254, 3.006], [-0.472, 4.393, 3.138], [-1.020, 0.901, 8.831], [0.197, 0.367, 7.652], [-1.229, 1.389, 7.141], [-3.061, -0.439, 6.166], [-2.320, -2.066, 6.373], [-1.203, 0.399, 5.022], [-0.078, -0.887, 5.655], [-1.773, -0.853, 3.205], [-2.046, -2.251, 4.210], [0.018, -3.135, 3.953], [0.898, -1.634, 3.762], [-0.137, -3.501, 1.792], [-1.090, -2.067, 1.565], [1.841, -2.668, 1.014], [0.672, -1.780, 0.046], [2.451, -0.307, 0.770], [2.099, -0.538, 2.462], [-0.373, 0.311, 1.747], [0.514, 0.911, 0.319], [2.986, 3.744, 2.481], [3.580, 2.135, 2.185], [2.887, 3.106, 0.835], [0.252, 1.973, 4.685], [1.281, 0.597, 4.316], [2.013, 2.196, 4.740], [-1.038, 2.482, 0.421], [-2.885, 3.963, 0.182], [-3.270, 5.834, 1.935], [-1.670, 6.017, 3.767], [0.232, 4.480, 3.960], [2.285, -6.353, 1.619], [0.848, -6.486, 2.892], [1.668, -5.700, -0.084], [3.743, -5.294, 2.298], [2.664, -7.354, 1.459], [3.994, -1.547, -2.102], [3.199, -3.277, -1.816], [2.847, -0.384, -3.128], [4.552, -0.694, -0.465], [4.888, -1.713, -2.688], [-5.549, 6.538, -1.057], [-5.690, 5.394, -2.605], [-3.967, 6.137, -0.021], [-5.657, 8.406, -1.540], [-6.402, 6.325, -0.428], [0.205, 1.409, -5.878], [-0.594, -0.309, -5.523], [-0.927, 2.525, -6.965], [0.729, 2.296, -4.247], [1.108, 1.227, -6.447], [-7.772, 5.932, -6.568], [-8.513, 6.462, -4.873], [-6.182, 6.940, -6.987], [-7.461, 4.034, -6.638], [-8.504, 6.164, -7.328], [0.596, -2.300, -8.932], [0.536, -3.345, -10.549], [2.154, -2.704, -7.877], [0.459, -0.412, -9.296], [-0.269, -2.575, -8.342], [1.696, -9.302, 5.547], [0.844, -9.644, 7.239], [3.157, -8.064, 5.714], [2.231, -10.931, 4.670], [0.959, -8.831, 4.909], [-0.706, -12.865, 1.905], [-0.676, -13.496, 3.725], [-0.226, -11.007, 1.784], [0.383, -13.958, 0.750], [-1.726, -12.951, 1.556], [5.818, -0.808, -8.031], [4.842, -0.465, -6.409], [5.094, 0.189, -9.509], [7.710, -0.497, -7.813], [5.696, -1.858, -8.264], [-3.408, 1.219, 11.731], [-3.060, 0.235, 10.100], [-2.006, 0.971, 13.044], [-3.725, 3.100, 11.394], [-4.315, 0.823, 12.168], [-3.559, 4.935, -9.000], [-4.511, 6.209, -10.084], [-4.402, 3.206, -9.005], [-1.705, 4.820, -9.509], [-3.584, 5.302, -7.982], [6.034, 1.464, -13.510], [7.602, 0.722, -12.676], [5.464, 3.083, -12.634], [6.285, 1.723, -15.402], [5.239, 0.741, -13.390], [0.376, 8.101, -8.702], [-1.049, 8.101, -7.409], [-0.240, 8.663, -10.439], [1.880, 9.143, -8.104], [0.715, 7.078, -8.800], [7.096, 3.159, -6.706], [5.719, 3.071, -5.365], [6.419, 3.812, -8.387], [8.614, 4.182, -6.103], [7.441, 2.147, -6.874], [-2.119, 2.091, 17.384], [-3.084, 3.346, 16.291], [-2.738, 0.287, 17.113], [-0.215, 2.237, 17.122], [-2.319, 2.345, 18.415], [-3.870, -10.502, -0.249], [-3.890, -11.118, 1.575], [-3.357, -8.651, -0.365], [-2.761, -11.625, -1.357], [-4.881, -10.580, -0.623]],
  "forces_ev_per_angstrom": [[-0.482, -0.887, -0.002], [-0.018, 0.005, 0.051], [0.149, 0.449, 0.749], [-0.802, -0.671, -0.514], [0.122, 0.223, 0.822], [-1.090, -0.390, -0.471], [0.732, -0.665, 0.468], [-0.749, 0.236, -0.141], [0.430, 0.523, -0.317], [0.256, 0.203, 0.083], [-0.205, -0.236, 0.690], [-0.027, 0.204, 0.094], [-0.232, 0.219, -0.618], [2.089, -1.409, -0.054], [-0.524, -0.076, -0.643], [0.052, -0.521, -0.012], [-1.286, 0.824, -0.130], [0.456, 0.623, 1.263], [0.186, 0.239, 0.350], [0.543, 0.545, 0.175], [-0.110, 0.471, -0.170], [0.173, -0.036, 0.045], [0.116, -0.237, -0.389], [-0.120, 0.171, -0.109], [0.501, -0.048, 0.258], [-0.065, 0.321, 0.091], [0.242, -0.001, -0.004], [0.124, 0.004, -0.215], [0.297, 0.155, 0.062], [-0.194, 0.144, -0.176], [-0.126, 0.108, -0.173], [0.208, 0.251, -0.044], [0.092, 0.169, 0.151], [0.226, -0.149, 0.031], [-0.499, -0.056, 0.466], [-0.144, -0.295, -0.084], [0.096, 0.019, -0.122], [-0.191, -0.174, 0.090], [-0.126, -0.058, -0.101], [-0.105, -0.034, -0.239], [0.051, -0.145, 0.091], [0.196, -0.101, 0.094], [0.160, 0.185, 0.223], [-0.023, -0.196, -0.004], [0.009, 0.027, 0.050], [-0.179, 0.051, 0.076], [1.120, -1.051, 0.637], [-0.153, 0.040, -0.181], [-0.162, 0.071, 0.039], [0.118, -0.072, 0.057], [-0.037, 0.057, -0.064], [-0.182, -0.186, 0.136], [-0.103, -0.001, -0.036], [-0.010, 0.032, 0.006], [0.175, -0.002, -0.154], [0.148, 0.293, 0.054], [-0.005, -0.027, 0.053], [0.304, -0.215, -0.324], [-0.030, 0.053, 0.003], [0.218, 0.033, -0.041], [0.053, 0.032, 0.065], [-1.617, 1.176, -1.638], [-0.004, -0.104, -0.015], [0.022, 0.013, -0.032], [0.057, -0.013, 0.013], [0.014, 0.072, 0.033], [0.104, -0.109, 0.075], [-0.071, -0.045, -0.118], [-0.031, -0.019, 0.011], [-0.038, 0.026, 0.060], [-0.057, 0.025, -0.105], [-0.110, -0.051, 0.152], [0.025, 0.079, 0.030], [0.043, -0.001, 0.013], [-0.002, 0.034, 0.017], [0.017, 0.061, 0.055], [-0.066, 0.029, -0.027], [0.038, -0.078, -0.020], [0.029, 0.032, -0.005], [-0.080, 0.067, -0.052], [0.063, -0.006, -0.068], [0.004, -0.053, 0.016], [0.085, 0.036, 0.112], [0.024, -0.019, 0.020], [-0.020, 0.016, -0.023], [0.001, 0.026, -0.080], [0.066, -0.028, -0.061], [-0.024, 0.047, 0.055], [0.041, 0.009, -0.013], [-0.134, -0.074, -0.037], [0.066, -0.042, 0.023], [0.008, 0.001, 0.042], [-0.059, 0.003, -0.018], [0.030, 0.033, 0.002], [-0.293, -0.281, -0.041], [0.253, -0.220, -0.575], [0.027, 0.054, 0.072], [0.010, 0.047, 0.080], [0.027, 0.159, 0.153], [-0.061, 0.102, 0.109], [0.149, -0.105, -0.150], [0.082, 0.068, -0.056], [-0.032, -0.006, -0.126], [-0.019, -0.017, -0.031], [-0.020, -0.045, 0.039], [-0.021, 0.048, -0.040], [0.027, -0.062, -0.022], [-0.001, 0.013, 0.086], [0.024, 0.027, -0.010], [-0.005, -0.070, -0.022], [0.010, 0.048, 0.005], [0.015, -0.012, 0.074], [-0.079, -0.030, -0.028], [-0.022, 0.030, 0.005], [-0.032, -0.027, 0.024], [0.048, 0.124, -0.018], [0.037, -0.011, 0.068], [-0.065, -0.028, -0.028], [-0.015, 0.032, -0.009], [-0.055, 0.020, -0.002], [0.042, -0.057, 0.017], [0.040, 0.071, -0.004], [-0.067, -0.021, -0.016], [0.024, -0.015, -0.033], [0.034, 0.053, -0.038], [-0.188, 0.017, 0.007], [0.019, -0.103, 0.023], [-0.014, 0.022, 0.063], [0.036, -0.012, 0.015]],
  "orbital_gap_ha": 0.0883,
  "charge": -1
}